Density functional theory data (ωB97M-V/def2-TZVPD) for a 2-piece molecular cluster, C5H10O overall in a non-equilibrium geometry.

## Properties
Largest force on an atom: 3.4 eV/A
Calculated total energy: -7393.0113 eV
Net charge: 0
E_HOMO: -10.159 eV

Positions of all 16 atoms, in Å:
H1 -0.134 -0.010 -2.320
H2 1.839 1.313 -0.326
H3 2.356 -0.179 0.480
H4 -1.527 0.176 1.432
H5 -0.376 1.405 1.176
C1 -0.554 0.328 -1.365
C2 1.732 0.221 -0.327
H6 0.233 -1.291 -0.196
O1 -1.577 -2.109 1.018
C3 -0.354 0.322 1.159
C4 -2.144 -1.197 1.410
H7 -1.594 -0.013 -1.315
H8 -0.557 1.425 -1.372
C5 0.252 -0.191 -0.176
H9 2.151 -0.145 -1.277
H10 0.255 -0.055 2.000